(1)
Density functional theory data (ωB97M-V/def2-TZVPD) for C8H22ClMnSiW as an isolated structure in a non-equilibrium geometry.

```
! wB97M-V def2-TZVPD RIJCOSX def2/J DEFGRID3
* xyz 0 7
Mn -1.7048 -1.0243 -2.5382
Cl -1.5636 -2.1856 -0.2929
C -0.7310 -2.4091 -3.7757
C -3.2939 -2.1826 -2.9192
H -1.5419 -2.5003 -4.5117
H 0.2299 -2.1692 -4.2792
H -0.6147 -3.3341 -3.1922
H -3.3336 -2.2661 -4.0206
H -4.2185 -1.7795 -2.4734
H -3.0400 -3.1482 -2.4598
W -0.0228 -0.5100 -0.4846
C 1.8990 -0.8540 -0.7548
C -0.7654 1.0253 -1.3689
H 2.1201 -0.8099 -1.8241
H 2.4352 -0.0632 -0.2292
H 2.2034 -1.8210 -0.3519
H -1.5591 1.6682 -0.9786
H -0.3044 1.4594 -2.2616
C 2.7082 1.4528 1.9413
Si 0.8403 1.3463 2.2227
C 0.5349 1.0186 4.0570
C 0.0858 2.9814 1.6868
C -0.0497 -0.1041 1.4597
H 3.1950 2.1035 2.6838
H 2.9532 1.8598 0.9540
H 3.1775 0.4646 2.0214
H 1.0952 1.7037 4.7033
H -0.5296 1.1137 4.3094
H 0.8543 -0.0030 4.3050
H 0.1342 3.1220 0.6000
H -0.9669 3.0639 1.9814
H 0.5882 3.8425 2.1491
H 0.3094 -1.0371 1.9328
H -1.1237 -0.0242 1.7089
*
```

The gap between HOMO and LUMO (spin up / spin down) is 4.64 / 8.56 eV. The calculation puts the maximum force at 2.4 eV/A. The calculation puts the LUMO energy (spin up / spin down) at -1.480 / -0.280 eV. The expectation value of S² is 12.273. Its total energy is -62193.7299 eV.

Löwdin atomic charge list, values in e, 8 entries: number 1, Mn, carries 0.611; number 2, Cl, carries 0.152; number 3, C, carries -0.197; number 4, C, carries -0.256; number 5, H, carries -0.033; number 6, H, carries 0.007; number 7, H, carries 0.006; number 8, H, carries -0.003

***

(2)
Density functional theory data (ωB97M-V/def2-TZVPD) for C6H10O as an isolated structure in a non-equilibrium geometry.

```
! wB97M-V def2-TZVPD RIJCOSX def2/J DEFGRID3
* xyz 0 1
C 1.7566 -0.2608 -0.5393
C 0.5413 0.4665 -0.5750
C -0.4920 1.3053 0.1734
C -1.7226 0.1165 -0.0596
C -0.7631 -1.3575 0.0723
C 0.6438 -0.6304 0.4593
H 2.5749 1.6294 0.3229
H 2.0304 -0.8265 -1.4983
H -0.2636 0.0486 -1.2674
H -0.8001 2.3570 -0.0311
H -0.4553 1.4552 1.4321
H -2.2773 0.4595 -1.2643
H -2.8206 -0.0270 0.6594
H -0.9699 -2.0688 1.0196
H -0.6736 -2.0741 -0.8585
H 0.7844 -0.5885 1.6781
O 2.9069 -0.0043 0.2765
*
```

The gap between HOMO and LUMO is 7.37 eV. The calculation puts the maximum force at 6.4 eV/A. The calculation puts the LUMO energy at -1.208 eV. The calculation puts the relative energy (zero: lowest compared OMol25 entry of this formula, charge and spin) at 266.90 kcal/mol. Its total energy is -8419.6665 eV.

Löwdin atomic charge list, values in e, 8 entries: number 1, C, carries -0.382; number 2, C, carries -0.318; number 3, C, carries -0.185; number 4, C, carries -0.167; number 5, C, carries -0.147; number 6, C, carries -0.240; number 7, H, carries 0.354; number 8, H, carries 0.166

***

(3)
Density functional theory data (ωB97M-V/def2-TZVPD) for a 2-piece molecular cluster, C5H15NOS overall.

```
! wB97M-V def2-TZVPD RIJCOSX def2/J DEFGRID3
* xyz 0 1
C -1.6681 -0.4959 0.0340
C -1.1820 0.6223 -0.8885
C 0.0867 0.2368 -1.6904
S -0.1970 0.2381 -3.5036
C -0.7398 -0.7760 1.2131
N -0.6071 0.3201 2.1816
C 0.6789 1.0297 2.1291
H -2.6393 -0.2058 0.4450
H -1.8139 -1.4245 -0.5307
H -1.9680 0.9566 -1.5621
H -0.9104 1.4880 -0.2744
H 0.4663 -0.7280 -1.3672
H 0.8551 0.9736 -1.5212
H -0.4167 -1.0694 -3.6143
H 0.2501 -1.0660 0.8517
H -1.0650 -1.6746 1.7430
H -1.2865 1.0346 1.9291
H 0.6763 1.8335 1.3908
H 0.8832 1.4553 3.1038
H 1.4706 0.3491 1.8250
H 3.6050 -1.3828 -1.0682
H 2.3185 -1.0128 -0.3084
O 3.2032 -0.7018 -0.5173
*
```

The gap between HOMO and LUMO is 9.56 eV. The calculation puts the maximum force at 1.0 eV/A. The calculation puts the LUMO energy at 0.613 eV. The calculation puts the relative energy (zero: lowest compared OMol25 entry of this formula, charge and spin) at 20.77 kcal/mol. Its total energy is -19800.4361 eV. The SMILES is CNCCCCS.O.

Löwdin atomic charge list, values in e, 8 entries: number 1, C, carries -0.204; number 2, C, carries -0.267; number 3, C, carries -0.555; number 4, S, carries 0.702; number 5, C, carries -0.253; number 6, N, carries -0.111; number 7, C, carries -0.122; number 8, H, carries 0.110